No. 1
Entry from OMol25: a 4-piece molecular cluster, C3H15N2O3 overall (the ωB97M-V functional and the def2-TZVPD basis).

Properties
E in eV: -12470.2379
Charge: +1
HOMO energy in Eh: -0.519

Atoms and positions in Å:
C -2.504 0.732 -0.799
C -1.990 -0.436 0.105
N -0.568 -0.812 -0.170
C 0.169 -1.135 0.907
N 1.433 -1.623 0.853
H -2.388 0.712 -1.858
H -3.672 0.670 -0.712
H -1.894 1.596 -0.456
H -2.070 -0.111 1.250
H -2.496 -1.364 -0.009
H -0.137 -0.733 -1.119
H -0.350 -0.998 1.844
H 1.925 -1.624 0.079
H 2.004 -1.771 1.681
H 0.890 2.690 -1.391
H 1.070 1.164 -1.210
O 0.705 1.907 -0.890
H 2.231 -0.859 -2.708
H 2.856 -0.309 -1.359
O 1.998 -0.505 -1.826
H -0.463 1.631 2.757
H 0.535 1.795 1.593
O 0.029 1.047 2.161

=====

No. 2
Entry from OMol25: a 2-piece molecular cluster, C4H8Cl2Si overall (the ωB97M-V functional and the def2-TZVPD basis).

Properties
E in eV: -37196.4384
HOMO energy (alpha / beta) in Eh: -0.317 / -0.274

Atoms and positions in Å:
C -0.643 0.359 0.307
C 0.020 0.632 -0.810
C -2.166 0.569 0.570
C 3.107 -1.032 0.213
Si 3.232 0.556 -0.844
Cl 4.772 -1.699 0.146
Cl 3.527 2.089 0.389
H -0.099 0.114 1.162
H -0.375 0.938 -1.719
H -2.374 1.248 1.383
H -2.835 -0.370 0.765
H -2.678 0.951 -0.387
H 3.060 -0.960 1.236
H 2.218 -1.593 -0.078
H 3.946 0.501 -2.153

=====

No. 3
Entry from OMol25: C23H19Cl4I2N4O2SSiTa as an isolated structure (the ωB97M-V functional and the def2-TZVPD basis).

Properties
E in eV: -120771.7266
⟨S²⟩: 0.7535
Charge: +1
Multiplicity: 2
HOMO energy (alpha / beta) in Eh: -0.384 / -0.403

Atoms and positions in Å:
Ta 1.203 0.127 -0.036
I -4.969 1.332 5.027
C -3.347 0.947 3.781
C -2.412 -0.012 4.137
C -1.344 -0.277 3.293
I 0.053 -1.722 3.820
C -1.209 0.404 2.085
O -0.197 0.126 1.264
C -2.164 1.360 1.720
C -2.080 2.100 0.415
N -2.456 1.285 -0.806
C -3.737 0.544 -0.653
C -3.563 -0.741 0.109
C -4.569 -1.224 0.932
C -4.370 -2.430 1.581
C -3.172 -3.100 1.386
C -2.225 -2.531 0.553
N -2.411 -1.375 -0.083
C -3.216 1.633 2.584
H -2.508 -0.552 5.069
H -1.081 2.495 0.229
H -2.768 2.945 0.449
H -2.606 1.979 -1.541
H -4.103 0.333 -1.658
H -4.460 1.192 -0.154
H -5.481 -0.658 1.070
H -5.131 -2.834 2.234
H -2.964 -4.038 1.880
H -1.273 -3.022 0.402
H -3.947 2.385 2.312
O 2.738 0.035 1.346
N 3.566 1.080 1.553
C 4.728 0.811 2.184
C 5.614 1.816 2.448
C 5.289 3.116 2.053
C 4.102 3.358 1.408
C 3.207 2.313 1.142
S 1.718 2.539 0.296
H 4.869 -0.226 2.444
H 6.541 1.586 2.952
H 5.973 3.931 2.247
H 3.827 4.348 1.077
Cl -0.465 2.182 -2.696
Si -0.923 0.388 -1.612
Cl -1.887 -0.680 -3.118
Cl 2.635 0.018 -1.869
Cl 3.187 -4.994 1.850
C 2.259 -4.204 0.633
C 1.764 -4.900 -0.456
C 1.021 -4.202 -1.394
C 0.802 -2.851 -1.213
N 1.288 -2.182 -0.157
C 2.012 -2.849 0.749
H 1.961 -5.958 -0.564
H 0.614 -4.697 -2.264
H 0.225 -2.281 -1.929
H 2.398 -2.283 1.585